Model i:
ORCA calculation (ωB97M-V with the def2-TZVPD basis set) on 10 unconnected molecules or ions with the total composition C30H80O30S10.

Computed properties:
E_LUMO = -0.05 eV
SMILES = CCOS(C)(=O)=O.CCOS(C)(=O)=O.CCOS(C)(=O)=O.CCOS(C)(=O)=O.CCOS(C)(=O)=O.CCOS(C)(=O)=O.CCOS(C)(=O)=O.CCOS(C)(=O)=O.CCOS(C)(=O)=O.CCOS(C)(=O)=O
HOMO-LUMO gap = 0.375 Ha
Highest occupied orbital energy = -10.2576 eV

```
! wB97M-V def2-TZVPD RIJCOSX def2/J DEFGRID3
* xyz 0 1
C -9.33965 -0.82754 -0.49089
C -8.46909 -0.48627 -1.69110
O -8.43633 -1.59922 -2.59102
S -8.09918 -1.37139 -4.16909
C -9.81263 -0.91378 -4.61226
O -7.19557 -0.26506 -4.26632
O -7.78111 -2.63018 -4.78133
H -8.80476 -1.59746 0.07036
H -10.33026 -1.18343 -0.76174
H -9.32035 0.06305 0.13862
H -8.83853 0.38013 -2.24725
H -7.44930 -0.29864 -1.34799
H -9.82262 -0.53861 -5.63238
H -10.11881 -0.15492 -3.89925
H -10.38327 -1.83374 -4.52612
C -8.29474 -2.02457 3.42172
C -8.48875 -1.40480 4.76678
O -8.61861 0.04308 4.63863
S -8.95781 0.88899 5.96420
C -7.24159 1.04020 6.66550
O -9.43698 2.20352 5.59019
O -9.74450 0.04652 6.81612
H -7.39407 -1.68552 2.91453
H -9.17500 -1.90703 2.78212
H -8.34823 -3.11337 3.51774
H -9.43857 -1.75157 5.18033
H -7.72908 -1.56160 5.53516
H -7.03795 0.15527 7.25956
H -7.33896 1.91603 7.30426
H -6.53208 1.22876 5.86755
C -10.97156 -13.73467 3.50296
C -10.37133 -13.14709 4.76697
O -9.91993 -11.81310 4.54118
S -10.95924 -10.60125 4.73204
C -10.08569 -9.28706 3.90115
O -12.18910 -10.88840 4.02434
O -11.07486 -10.25404 6.12785
H -11.24694 -14.77970 3.64890
H -10.26974 -13.61692 2.67853
H -11.87806 -13.25915 3.12514
H -10.99311 -13.18608 5.66687
H -9.53747 -13.79277 5.05389
H -9.09962 -9.17619 4.35401
H -10.57670 -8.32928 4.04212
H -9.98781 -9.59907 2.86374
C -6.67043 -6.57660 -6.55544
C -6.63126 -5.44236 -5.53308
O -7.02669 -5.90765 -4.25135
S -5.97892 -5.85816 -2.99838
C -5.66723 -4.05636 -2.90467
O -6.71411 -6.31174 -1.84595
O -4.79163 -6.52763 -3.44007
H -6.52407 -6.14065 -7.54820
H -7.52190 -7.25432 -6.52217
H -5.80560 -7.24842 -6.51372
H -5.58454 -5.13081 -5.54881
H -7.27405 -4.65731 -5.91843
H -6.53600 -3.51321 -2.54376
H -5.48806 -3.76751 -3.93710
H -4.79876 -3.86235 -2.28088
C -9.34459 -4.41414 -2.38181
C -10.12790 -5.67908 -2.04539
O -11.26524 -5.26765 -1.29053
S -12.09804 -6.43132 -0.52637
C -11.05627 -6.71045 0.92650
O -13.28113 -5.80841 0.01703
O -12.16738 -7.58956 -1.37617
H -8.66135 -4.60292 -3.20683
H -8.73940 -3.98566 -1.58488
H -10.07205 -3.68586 -2.74160
H -10.41923 -6.14679 -2.98717
H -9.50893 -6.39421 -1.49711
H -11.48020 -7.62364 1.34576
H -11.22332 -5.88700 1.61156
H -10.04414 -6.88711 0.57247
C -8.33870 -11.23842 0.15248
C -7.83784 -12.66870 -0.12369
O -8.55822 -13.54788 0.74612
S -7.77687 -14.83069 1.32361
C -6.87975 -14.00565 2.67679
O -8.74976 -15.71490 1.90717
O -6.81284 -15.28235 0.34240
H -9.40225 -11.24094 0.38698
H -8.13967 -10.51551 -0.63684
H -7.81444 -10.82883 1.01963
H -8.01492 -12.87801 -1.17914
H -6.76715 -12.78258 0.04083
H -6.01675 -13.56529 2.18179
H -6.56341 -14.83424 3.30329
H -7.49946 -13.21224 3.07974
C -3.71268 -6.43866 7.83855
C -2.56880 -6.86146 6.93939
O -3.00984 -6.51440 5.60802
S -2.02942 -6.89886 4.37382
C -0.62106 -5.90022 4.71224
O -1.60652 -8.26235 4.53811
O -2.63044 -6.41396 3.15445
H -3.73690 -5.34886 7.92189
H -3.58841 -6.80020 8.85996
H -4.69855 -6.71538 7.47047
H -1.67786 -6.28052 7.17704
H -2.40442 -7.93452 7.02474
H -0.03987 -6.36843 5.50750
H -0.95041 -4.91107 5.01996
H 0.07749 -5.88788 3.87846
C -2.67724 -15.19093 1.19139
C -2.70977 -14.04819 2.18996
O -2.99876 -12.79666 1.56903
S -3.39256 -11.55629 2.53853
C -1.94184 -11.55545 3.63716
O -3.40664 -10.39784 1.68439
O -4.54878 -11.90242 3.32275
H -3.57071 -15.26080 0.56788
H -2.35249 -16.10649 1.67610
H -1.94328 -14.97059 0.40553
H -3.43774 -14.31908 2.95619
H -1.69367 -13.99967 2.58763
H -1.01925 -11.92568 3.19701
H -2.12256 -12.17332 4.51439
H -1.82206 -10.51524 3.93445
C -6.46746 -4.07747 0.87770
C -7.54504 -5.07158 1.27557
O -7.10954 -5.90740 2.37758
S -6.82464 -7.47594 2.13183
C -5.26816 -7.38794 1.24081
O -6.57538 -8.09633 3.40530
O -7.86852 -8.00897 1.28039
H -5.52683 -4.56726 0.63324
H -6.29347 -3.22506 1.53662
H -6.78308 -3.54126 -0.02552
H -8.48755 -4.59561 1.54897
H -7.81221 -5.67316 0.40469
H -4.82414 -6.46529 1.61398
H -5.53739 -7.28306 0.19188
H -4.57173 -8.17422 1.51744
C -11.85745 0.93973 3.20682
C -12.05425 -0.05606 2.06369
O -12.31202 -1.35696 2.65509
S -12.20938 -2.62876 1.64660
C -13.60979 -3.58266 2.26068
O -12.52007 -2.16753 0.30971
O -10.97534 -3.33519 1.92721
H -12.82668 0.94352 3.69764
H -11.50492 1.86950 2.77088
H -11.08744 0.50511 3.84059
H -12.99362 0.13471 1.53376
H -11.28683 -0.06308 1.29064
H -13.43902 -4.65517 2.30442
H -14.42395 -3.36661 1.57835
H -13.67821 -3.26848 3.30207
*
```

These are the Mulliken partial charges, in e, on atoms 1 to 8:
1. C -0.72
2. C -0.60
3. O -0.35
4. S 1.09
5. C -0.98
6. O -0.66
7. O -0.42
8. H -0.02


Model ii:
ORCA calculation (ωB97M-V with the def2-TZVPD basis set) on a molecular structure, C30H80O30S10.

Computed properties:
E_LUMO = -0.20 eV
HOMO-LUMO gap = 0.335 Ha
Highest occupied orbital energy = -9.3238 eV

```
! wB97M-V def2-TZVPD RIJCOSX def2/J DEFGRID3
* xyz 0 1
O 10.49992 -12.17402 10.04350
S 9.75661 -10.99367 9.59431
O 8.73573 -11.01287 8.51426
O 9.08842 -10.27394 10.92693
C 9.82579 -10.15994 12.07336
C 9.42426 -9.07535 12.94900
C 11.05074 -9.75276 9.12393
H 10.86502 -9.96964 11.80523
H 9.84935 -11.01825 12.74481
H 9.88320 -9.30073 13.91164
H 8.35586 -9.06991 13.16489
H 9.79651 -8.07010 12.75152
H 11.75964 -9.63504 9.94350
H 10.56139 -8.82024 8.84277
H 11.66443 -10.12617 8.30415
O 9.27102 -2.40756 11.50240
S 9.44313 -3.57727 10.66928
O 10.35087 -3.51165 9.49527
O 9.90908 -4.82587 11.59576
C 10.54540 -5.98332 11.03804
C 11.50460 -6.59565 12.06908
C 7.78177 -4.15465 10.18406
H 11.08578 -5.84856 10.10107
H 9.76944 -6.71831 10.82411
H 12.01144 -7.52977 11.82693
H 11.11436 -6.55293 13.08593
H 12.39488 -5.96835 12.02432
H 7.29501 -3.46359 9.49589
H 7.23289 -4.26851 11.11887
H 7.79534 -5.07397 9.59860
O 4.99307 -11.02099 7.95902
S 5.97026 -11.11830 6.90623
O 6.60296 -9.93443 6.36345
O 7.25933 -12.13416 7.19284
C 7.27666 -13.10790 8.19282
C 8.19914 -14.29839 7.71185
C 5.29218 -12.01534 5.48054
H 6.31621 -13.62331 8.19510
H 7.48216 -12.73623 9.19668
H 9.20651 -14.05295 8.04809
H 8.34165 -14.64733 6.68909
H 8.05024 -15.16079 8.36162
H 5.95863 -12.55056 4.80416
H 4.56726 -11.36568 4.99010
H 4.70680 -12.81450 5.93527
O 1.62441 -11.31398 9.78675
S 2.06887 -10.71710 11.03080
O 3.21819 -11.15316 11.75834
O 2.37253 -9.07507 10.68314
C 1.90717 -8.52351 9.48846
C 3.07464 -8.54279 8.45970
C 0.69331 -10.41641 12.19427
H 1.51625 -7.52040 9.65887
H 1.02537 -9.07023 9.15434
H 2.86290 -7.78831 7.70205
H 3.22972 -9.52050 8.00348
H 3.99145 -8.13142 8.88201
H 0.88111 -9.52864 12.79816
H 0.67439 -11.26912 12.87297
H -0.27450 -10.35247 11.69692
O -0.39402 -7.32472 11.53006
S 0.02832 -7.45265 12.94797
O 0.09558 -8.71059 13.72463
O 1.46763 -6.68751 13.12843
C 2.57359 -7.12375 12.36516
C 3.75838 -6.94667 13.23177
C -0.97757 -6.17240 13.92862
H 2.62508 -6.74015 11.34620
H 2.47394 -8.19091 12.16680
H 4.59560 -7.26002 12.60810
H 3.65025 -7.52671 14.14827
H 3.84537 -5.89115 13.48946
H -0.26531 -5.41493 14.25577
H -1.35100 -6.59060 14.86337
H -1.74591 -5.75332 13.27891
O 7.04566 -10.63942 13.20041
S 7.72412 -11.74440 12.53252
O 9.09689 -12.12439 12.77610
O 6.87143 -13.17382 12.84272
C 5.38546 -13.16622 12.76140
C 4.80399 -14.38583 13.58878
C 7.42647 -11.58370 10.65873
H 4.86524 -13.17216 11.80358
H 5.13483 -12.35003 13.43900
H 3.71944 -14.49116 13.56138
H 5.15182 -14.51676 14.61347
H 5.18262 -15.24515 13.03533
H 8.02900 -10.72851 10.35258
H 6.49756 -11.03855 10.49127
H 7.55218 -12.52308 10.12034
O 11.63792 -10.19214 6.46351
S 10.39438 -10.26261 5.74768
O 10.06750 -9.63041 4.48020
O 10.10129 -11.87204 5.60399
C 8.89330 -12.33661 4.91349
C 9.24652 -12.64031 3.38291
C 9.12474 -9.76011 7.02667
H 8.06428 -11.62987 4.95037
H 8.41484 -13.14456 5.46700
H 9.43114 -11.73525 2.80422
H 8.43243 -13.06571 2.79605
H 10.13025 -13.27835 3.38754
H 8.56300 -10.65599 7.29114
H 8.45502 -9.08723 6.49112
H 9.67248 -9.29704 7.84742
O 7.48377 -6.02458 8.59687
S 7.63065 -7.39880 9.13348
O 8.63850 -7.66556 10.14716
O 6.11292 -7.76189 9.72141
C 6.03110 -8.85347 10.63425
C 4.56942 -9.41380 10.90517
C 7.64484 -8.70615 7.87635
H 6.58902 -8.66996 11.55248
H 6.60050 -9.68689 10.22280
H 4.51141 -9.94280 11.85643
H 4.17948 -10.04560 10.10712
H 3.88012 -8.61194 11.16969
H 6.72343 -8.65722 7.29608
H 7.69920 -9.70758 8.30328
H 8.55283 -8.47415 7.31974
O 13.58827 -9.43095 9.85123
S 13.51557 -8.42013 8.74833
O 14.16021 -8.61640 7.44574
O 11.90398 -8.02032 8.53292
C 11.54104 -7.68645 7.27187
C 10.04200 -7.24734 7.18551
C 13.97223 -6.82866 9.56801
H 11.69892 -8.55157 6.62787
H 11.98416 -6.75341 6.92372
H 9.44258 -8.13000 7.40847
H 9.85754 -6.70249 6.25966
H 9.87170 -6.42979 7.88601
H 13.09488 -6.53204 10.14280
H 14.11053 -6.07846 8.78944
H 14.92533 -6.88015 10.09435
O 3.34147 -10.37717 16.72692
S 2.82534 -10.03187 15.34593
O 1.55911 -9.28442 15.21847
O 3.94487 -9.18039 14.41961
C 5.33187 -9.57336 14.40244
C 6.21719 -8.37825 13.98241
C 2.66232 -11.62719 14.46580
H 5.54951 -10.46945 13.82127
H 5.63835 -9.84451 15.41271
H 5.81861 -7.43201 14.34828
H 6.09308 -8.45001 12.90188
H 7.26072 -8.62427 14.17892
H 3.57714 -12.10803 14.81220
H 2.73400 -11.65225 13.37845
H 1.76836 -12.18172 14.75118
*
```

These are the Mulliken partial charges, in e, on atoms 1 to 8:
1. O -0.91
2. S 2.41
3. O 0.18
4. O 0.08
5. C -0.50
6. C -0.30
7. C -1.90
8. H 0.67


Model iii:
ORCA calculation (ωB97M-V with the def2-TZVPD basis set) on 10 unconnected molecules or ions with the total composition C30H80O30S10.

Computed properties:
E_LUMO = -0.11 eV
SMILES = CCOS(C)(=O)=O.CCOS(C)(=O)=O.CCOS(C)(=O)=O.CCOS(C)(=O)=O.CCOS(C)(=O)=O.CCOS(C)(=O)=O.CCOS(C)(=O)=O.CCOS(C)(=O)=O.CCOS(C)(=O)=O.CCOS(C)(=O)=O
HOMO-LUMO gap = 0.395 Ha
Highest occupied orbital energy = -10.8677 eV

```
! wB97M-V def2-TZVPD RIJCOSX def2/J DEFGRID3
* xyz 0 1
C -0.30970 1.35411 -7.17615
C -0.22024 2.51116 -6.21272
O -0.91297 2.01644 -5.07869
S -0.74396 2.95463 -3.69071
C -2.52286 2.71906 -3.04854
O 0.28151 2.26730 -2.83598
O -0.62189 4.37478 -4.02641
H -1.32193 1.08504 -7.47797
H 0.29529 0.49534 -6.88529
H 0.23852 1.72612 -8.04169
H 0.82725 2.74436 -6.02169
H -0.64745 3.43435 -6.60427
H -2.67303 2.85601 -1.97766
H -2.73925 1.70858 -3.39526
H -3.19673 3.36673 -3.60936
C 0.98399 -3.12894 -1.73975
C 0.57593 -4.37818 -0.81399
O -0.21401 -5.19033 -1.67353
S 0.40240 -6.70795 -1.98735
C 1.79701 -6.10377 -3.05244
O 0.86778 -7.29756 -0.74876
O -0.58045 -7.38692 -2.79960
H 1.86301 -2.62939 -1.33247
H 0.06732 -2.54002 -1.77124
H 1.31030 -3.30262 -2.76515
H 1.50816 -4.88841 -0.57167
H 0.03887 -3.94324 0.02892
H 1.33151 -5.37112 -3.71171
H 2.26630 -6.88905 -3.64507
H 2.63854 -5.76028 -2.45082
C -8.24601 2.38750 2.91737
C -8.15396 0.95563 3.39843
O -7.40353 0.22782 2.41251
S -6.48197 -1.05049 2.96147
C -4.95641 -0.15377 3.47771
O -7.13202 -1.68363 4.10011
O -6.11710 -1.85120 1.81233
H -7.28495 2.82427 2.64589
H -8.75281 3.01009 3.65469
H -8.81589 2.43515 1.98943
H -7.59638 1.00724 4.33360
H -9.13195 0.50556 3.56889
H -5.26813 0.88808 3.55160
H -4.17140 -0.39444 2.76081
H -4.68686 -0.65170 4.40912
C 5.65451 0.62634 -0.41940
C 6.38044 1.22507 0.80010
O 7.62218 1.79013 0.30435
S 8.46841 2.81488 1.30403
C 8.77019 1.61094 2.65952
O 9.76859 3.09782 0.58844
O 7.59935 3.87686 1.70762
H 6.23945 -0.17245 -0.87532
H 5.56647 1.42925 -1.15131
H 4.63755 0.25171 -0.30306
H 5.75363 2.02692 1.19030
H 6.52771 0.42052 1.52059
H 9.27449 0.72700 2.26910
H 7.81629 1.43442 3.15652
H 9.46212 2.14815 3.30818
C -0.23546 -6.18512 3.43261
C 0.60443 -5.02132 4.05048
O 0.13464 -4.50575 5.26660
S 0.25591 -2.84094 5.63223
C -1.12259 -2.26200 4.48876
O -0.04867 -2.64282 7.04630
O 1.51557 -2.30377 5.08818
H 0.16642 -6.35110 2.43309
H -1.23164 -5.82909 3.16999
H -0.40219 -7.08598 4.02317
H 1.67167 -5.22709 4.13265
H 0.51623 -4.22639 3.30994
H -1.54819 -3.09676 3.93186
H -0.63311 -1.55342 3.82061
H -1.96820 -1.82699 5.02149
C -1.88559 8.01964 2.32846
C -2.12328 6.58697 2.79876
O -2.57183 5.70622 1.82683
S -2.62561 3.99971 2.09391
C -4.19143 3.94174 3.07309
O -2.89862 3.34527 0.81469
O -1.58256 3.57257 2.95427
H -1.60646 8.59675 3.21001
H -2.82326 8.36447 1.89262
H -1.08252 8.08384 1.59425
H -1.15769 6.23863 3.16535
H -2.81681 6.44669 3.62789
H -4.67343 2.96553 3.12596
H -4.96397 4.45326 2.49894
H -4.07251 4.45242 4.02868
C -3.10132 -3.32977 -1.70499
C -2.76358 -3.84256 -3.13060
O -3.17715 -2.91847 -4.13243
S -2.18688 -1.61551 -4.55216
C -1.12951 -2.53826 -5.64829
O -3.02253 -0.60119 -5.25476
O -1.43886 -1.24719 -3.33318
H -2.52701 -3.88553 -0.96378
H -4.15047 -3.50456 -1.46658
H -3.03157 -2.24301 -1.65822
H -1.68521 -3.91665 -3.27109
H -3.39805 -4.72683 -3.19067
H -0.64314 -3.36302 -5.12741
H -0.40954 -1.87135 -6.12261
H -1.86249 -2.81359 -6.40659
C 3.28324 -0.33008 -3.16658
C 2.21663 -0.55627 -4.23466
O 2.95016 -1.01556 -5.37574
S 3.25386 -2.71429 -5.48790
C 3.99957 -2.52962 -7.14897
O 4.26357 -2.95999 -4.48660
O 2.00128 -3.44805 -5.60504
H 4.19739 0.10309 -3.57253
H 3.49473 -1.33167 -2.79217
H 2.84704 0.28939 -2.38294
H 1.45602 -1.28643 -3.95818
H 1.77751 0.42055 -4.43739
H 4.76813 -1.76690 -7.02383
H 3.22841 -2.22233 -7.85536
H 4.48795 -3.43298 -7.51439
C 2.14175 6.08516 4.41281
C 1.48461 4.90434 3.62746
O 2.45865 3.89067 3.58210
S 2.15669 2.51385 2.73694
C 1.15046 1.66246 4.06628
O 1.37278 2.91205 1.57054
O 3.48931 1.89862 2.60871
H 2.52016 5.65181 5.33861
H 1.41952 6.84945 4.69975
H 2.93500 6.59265 3.86390
H 0.54785 4.49699 4.00778
H 1.21108 5.17078 2.60654
H 0.85219 0.68167 3.69590
H 0.33941 2.36763 4.24804
H 1.77131 1.44522 4.93545
C 1.97753 -1.16050 1.63191
C 1.01270 -0.45713 0.61773
O -0.09775 -1.34770 0.67805
S -1.58478 -0.75550 1.17771
C -1.98327 0.29172 -0.29518
O -2.55205 -1.84576 1.17816
O -1.32742 0.10215 2.32550
H 2.91007 -0.66309 1.89845
H 2.17192 -2.21424 1.43201
H 1.51103 -1.12561 2.61642
H 0.67780 0.49069 1.03914
H 1.24175 -0.37892 -0.44506
H -1.42349 -0.15347 -1.11770
H -1.55636 1.27094 -0.07840
H -3.05744 0.34669 -0.47192
*
```

These are the Mulliken partial charges, in e, on atoms 1 to 8:
1. C -0.97
2. C -0.41
3. O -0.10
4. S 1.03
5. C -0.36
6. O -0.49
7. O -0.66
8. H 0.30


The most stable arrangement is model i, and the next structure is 0.1495 hartree less stable.